No. 1
The following is a DFT calculation (ωB97M-V with the def2-TZVPD basis set) of a molecular structure, C20H32AlClIO15 at a distorted geometry.

Properties
DFT total energy: -2910.24623 a.u.
M: 701.80 g/mol

ORCA input file:
```
! wB97M-V def2-TZVPD RIJCOSX def2/J DEFGRID3
* xyz -1 1
O -1.476 0.846 2.145
C -0.477 1.460 1.497
O -0.729 2.673 0.661
C 1.033 0.815 1.693
Al 1.523 -0.624 0.315
O 3.236 -0.217 -0.352
C 1.576 -2.520 1.097
C 1.783 -3.678 -0.068
C 3.122 -3.433 -0.996
Cl 3.404 -4.943 -2.086
C 0.076 -0.603 -1.138
C 0.418 0.416 -2.407
C 1.019 -0.535 -3.607
I -0.561 -1.186 -5.014
H -0.520 2.470 -0.301
H 1.091 0.438 2.807
H 1.820 1.700 1.587
H 3.853 -0.260 0.457
H 0.493 -2.725 1.554
H 2.374 -2.628 1.961
H 1.850 -4.710 0.499
H 0.857 -3.733 -0.817
H 4.121 -3.315 -0.364
H 3.025 -2.479 -1.690
H -1.000 -0.341 -0.742
H -0.008 -1.690 -1.619
H -0.592 0.937 -2.702
H 1.254 1.185 -2.062
H 1.521 -1.507 -3.164
H 1.844 0.113 -4.161
C 5.740 2.574 -0.409
C 5.474 3.971 -0.869
O 4.105 3.940 -1.226
C 3.536 2.913 -0.529
O 2.336 2.706 -0.465
O 4.485 2.150 0.088
H 6.502 2.532 0.375
H 6.037 1.913 -1.230
H 5.615 4.708 -0.071
H 6.092 4.251 -1.726
C -4.844 0.310 2.363
C -5.111 1.706 1.903
O -6.480 1.676 1.546
C -7.049 0.649 2.243
O -8.249 0.442 2.307
O -6.100 -0.114 2.860
H -4.083 0.267 3.146
H -4.548 -0.352 1.542
H -4.969 2.443 2.700
H -4.493 1.987 1.045
C -2.876 6.571 4.279
C -2.975 5.452 3.293
O -3.604 4.422 4.033
C -4.295 5.025 5.044
O -5.088 4.453 5.773
O -3.982 6.351 5.133
H -2.944 7.553 3.802
H -1.957 6.526 4.872
H -3.605 5.706 2.434
H -1.995 5.127 2.933
C 0.455 -6.302 -3.325
C 1.077 -7.576 -3.798
O 0.096 -8.115 -4.663
C -0.671 -7.071 -5.095
O -1.503 -7.149 -5.983
O -0.384 -5.930 -4.403
H 1.198 -5.525 -3.126
H -0.160 -6.444 -2.431
H 1.997 -7.405 -4.369
H 1.291 -8.264 -2.977
*
```

No. 2
The following is a DFT calculation (ωB97M-V with the def2-TZVPD basis set) of 3 unconnected molecules or ions with the total composition C20H32F3N3O11 at a distorted geometry.

Properties
SMILES: CCOCCOC[C@](C#N)(C[C@H](O)C(F)(F)F)[C@H](C#N)ON=O.CCOC(=O)OC.CCOC(=O)OC
DFT total energy: -2072.49452 a.u.
M: 547.48 g/mol

ORCA input file:
```
! wB97M-V def2-TZVPD RIJCOSX def2/J DEFGRID3
* xyz 0 1
C 5.717 2.599 1.096
C 4.767 1.290 1.381
O 5.264 0.120 0.656
C 4.915 0.185 -0.745
C 3.568 -0.597 -1.144
O 2.510 -0.500 -0.116
C 1.522 -1.479 -0.527
C -0.011 -1.013 -0.335
C -0.731 -1.075 -1.759
N -1.468 -0.943 -2.719
C -0.211 0.362 0.476
C 0.259 1.692 -0.294
O 0.365 2.756 0.719
C -0.770 2.240 -1.400
F -0.221 1.884 -2.696
F -2.089 1.714 -1.316
F -0.867 3.684 -1.436
C -0.725 -2.182 0.572
C -2.332 -2.033 0.505
N -3.523 -2.306 0.397
O -0.211 -2.193 1.950
N -1.243 -1.870 2.781
O -0.819 -1.311 3.747
H 5.050 3.405 0.615
H 6.502 2.325 0.283
H 6.194 2.925 2.083
H 3.700 1.584 1.032
H 4.786 1.016 2.496
H 4.897 1.269 -1.167
H 5.780 -0.337 -1.324
H 3.839 -1.726 -1.209
H 3.170 -0.248 -2.180
H 1.672 -1.761 -1.629
H 1.702 -2.450 0.090
H -1.326 0.508 0.746
H 0.405 0.251 1.456
H 1.290 1.633 -0.787
H 0.252 2.378 1.619
H -0.358 -3.180 0.100
C -3.166 5.396 -1.355
C -4.221 5.606 -0.285
O -3.740 6.468 0.754
C -3.709 7.778 0.455
O -4.052 8.278 -0.592
O -3.204 8.437 1.514
C -3.019 9.833 1.288
H -2.237 5.041 -0.912
H -3.507 4.671 -2.097
H -2.934 6.331 -1.872
H -4.453 4.647 0.186
H -5.154 5.993 -0.706
H -3.940 10.305 0.940
H -2.211 9.989 0.569
H -2.733 10.292 2.236
C 0.547 -9.432 -1.429
C 1.093 -8.571 -0.304
O 0.396 -7.320 -0.226
C -0.826 -7.369 0.333
O -1.369 -8.356 0.771
O -1.352 -6.131 0.297
C -2.698 -6.061 0.769
H 0.560 -8.883 -2.373
H 1.138 -10.344 -1.537
H -0.491 -9.718 -1.242
H 2.140 -8.335 -0.506
H 1.059 -9.091 0.658
H -2.792 -6.493 1.767
H -3.364 -6.567 0.065
H -2.986 -5.010 0.819
*
```

Q: Which of these has the highest M?
A: C20H32AlClIO15

Q: What is the DFT total energy in the first record?
A: -2910.24623 a.u.

Q: The highest DFT total energy belongs to which entry?
A: C20H32F3N3O11

Q: Which of these has the lowest DFT total energy?
A: C20H32AlClIO15